[1]
The following is a DFT calculation (wB97M-V/def2-TZVPD) of a structure of composition C24H34MoN4O4S.

XYZ file:
```
68
Properties=species:S:1:pos:R:3:forces:R:3:lowdin_charge:R:1
Mo 0.409007 -1.276595 -1.243080 -0.102 -0.233 0.231 1.670
N -0.192847 -1.753209 -3.353240 0.117 -0.059 -0.107 -0.052
C 0.808759 -1.142654 -4.276458 -0.142 -0.090 0.041 -0.100
C 1.581425 -0.028855 -3.596178 -0.017 -0.007 0.058 -0.488
O 2.206311 0.801931 -4.189034 0.034 0.051 -0.041 0.148
N 1.529389 -0.090915 -2.195680 0.283 0.249 -0.080 -0.163
C 2.378834 0.826784 -1.434352 -0.109 0.020 0.342 -0.077
C 2.198089 0.540398 0.066285 0.054 -0.041 -0.124 -0.572
O 2.768127 1.181741 0.911886 -0.092 -0.109 -0.133 0.084
O 1.367453 -0.469048 0.345819 0.234 0.196 -0.290 -0.232
H -0.318750 -2.733828 -3.589687 0.029 -0.010 0.058 0.116
H -1.104321 -1.318996 -3.482275 0.011 0.006 -0.058 0.088
H 0.355281 -0.767324 -5.191469 -0.001 0.021 0.014 0.140
H 1.538361 -1.902828 -4.557403 -0.009 -0.013 -0.017 0.142
H 2.085218 1.858971 -1.629340 0.017 0.003 0.025 0.129
H 3.427846 0.726683 -1.717935 -0.017 -0.035 0.042 0.146
C 0.794219 5.063841 1.493901 -0.012 -0.016 0.006 -0.046
C 1.245979 3.913551 0.562778 0.010 0.008 0.033 -0.129
N 0.156823 2.958039 0.362362 -0.026 0.005 -0.004 -0.139
C -1.023401 3.656318 -0.139014 0.023 -0.031 -0.001 -0.125
C -1.565662 4.638927 0.926551 -0.013 0.018 -0.002 -0.049
N -0.556146 4.684362 2.038130 0.014 -0.009 0.003 -0.089
C -0.477530 3.344704 2.717949 -0.002 0.001 -0.004 -0.044
C -0.169779 2.294424 1.623988 0.009 0.020 0.011 -0.126
H 0.671127 6.013841 0.976887 0.004 0.003 -0.005 0.138
H 1.458616 5.208169 2.343526 0.003 0.004 0.000 0.139
H 2.097562 3.382231 0.984034 -0.017 0.010 -0.019 0.114
H 1.542356 4.320503 -0.403263 0.018 -0.001 0.001 0.132
H -1.788623 2.924482 -0.393395 -0.018 -0.005 -0.004 0.106
H -0.753012 4.191563 -1.049154 -0.001 0.000 0.010 0.135
H -2.507381 4.313555 1.365752 0.004 -0.009 -0.001 0.137
H -1.686014 5.653294 0.551040 0.001 0.001 0.002 0.138
H -0.844341 5.384802 2.718497 -0.004 -0.003 0.002 0.191
H -1.428410 3.177545 3.220717 0.000 -0.003 -0.001 0.137
H 0.310225 3.416879 3.465844 0.000 0.001 0.002 0.139
H -1.030631 1.645902 1.456111 -0.005 -0.002 0.002 0.123
H 0.669858 1.673285 1.931017 -0.014 0.021 -0.005 0.110
O 0.841209 -3.191231 -0.751616 -0.075 0.066 0.064 -0.687
S 1.966899 -3.924575 0.069261 -0.024 0.007 -0.095 1.100
C 1.123542 -5.456363 0.483416 0.030 0.017 0.002 -0.293
C 0.118639 -5.060671 1.556047 0.008 -0.028 0.045 -0.216
C 0.906271 -4.211821 2.556313 -0.004 -0.025 -0.009 -0.195
C 1.861677 -3.302760 1.764438 -0.001 0.111 0.000 -0.288
H 1.900226 -6.125436 0.864760 0.006 0.018 -0.009 0.117
H 0.718297 -5.870900 -0.437728 -0.015 0.005 0.002 0.109
H -0.311896 -5.946615 2.020408 0.004 0.004 0.007 0.131
H -0.695290 -4.492588 1.105087 -0.034 0.020 -0.007 0.101
H 1.490035 -4.860826 3.208772 -0.005 0.001 0.007 0.124
H 0.257767 -3.613842 3.194246 -0.029 -0.005 -0.017 0.113
H 2.885713 -3.302055 2.140193 -0.011 -0.016 0.013 0.107
H 1.554235 -2.257259 1.676004 0.018 -0.094 -0.011 0.066
C -3.964080 -1.666702 2.153662 -0.034 0.144 -0.198 -0.050
C -2.604093 -2.052205 2.140173 -0.053 0.022 0.011 -0.063
C -1.770798 -1.619232 1.149507 -0.172 0.296 -0.258 -0.059
C -2.251834 -0.769423 0.103167 0.176 -0.231 0.214 -0.190
C -1.422486 -0.350352 -0.987281 -0.196 -0.098 0.028 -0.237
C -1.944515 0.520633 -1.922293 0.067 0.016 -0.038 -0.140
C -3.271318 0.990328 -1.835730 0.033 0.049 -0.076 -0.080
C -4.086987 0.546012 -0.837046 -0.079 -0.047 0.052 -0.014
C -3.604679 -0.350999 0.147820 -0.010 0.000 0.105 -0.164
C -4.446433 -0.827746 1.185604 0.099 -0.129 0.181 -0.012
H -4.616971 -2.026238 2.937097 0.006 0.000 0.003 0.115
H -2.225624 -2.682987 2.934382 0.000 -0.013 0.002 0.106
H -0.718043 -1.882027 1.187939 0.017 -0.034 -0.028 0.068
H -1.335802 0.874236 -2.750182 0.009 -0.005 0.009 0.097
H -3.644949 1.676357 -2.585231 -0.001 -0.004 0.004 0.116
H -5.121090 0.865363 -0.791078 0.003 -0.003 0.013 0.125
H -5.483139 -0.514649 1.200071 0.003 -0.001 -0.001 0.123
```
Positions in Å, forces in eV/Å.

Output
- spin multiplicity = 3
- E_HOMO (spin up / spin down) (eV) = -13.097 / -13.432
- charge = +2
- LUMO (spin up / spin down) (eV) = -5.84 / -5.84

---

[2]
The following is a DFT calculation (wB97M-V/def2-TZVPD) of an isolated molecule of C24H34N2O5.

XYZ file:
```
65
Properties=species:S:1:pos:R:3:forces:R:3:lowdin_charge:R:1
C -1.149301 -4.895214 -0.711953 0.225 0.458 -0.071 -0.053
C -1.062887 -3.485837 -1.263696 -0.577 -0.155 -0.186 -0.201
H -1.908541 -2.880665 -0.929924 0.141 -0.074 -0.074 0.102
H -1.049366 -3.481148 -2.358487 0.012 0.032 0.116 0.133
O 0.159272 -2.895130 -0.798169 0.229 -0.306 0.206 0.009
C 0.348998 -1.609959 -1.049492 0.240 0.469 -0.130 -0.442
O -0.459335 -0.900703 -1.601544 -0.102 -0.031 -0.131 0.120
C 1.678677 -1.087381 -0.497207 0.039 -0.242 -0.177 -0.243
N 1.558188 -0.720558 0.900826 0.055 -0.218 0.076 0.053
H 1.274901 -1.515539 1.468480 0.011 0.061 0.014 0.140
C 0.702138 0.416096 1.184395 0.094 0.041 0.366 -0.283
H 0.788349 1.118601 0.354984 -0.056 -0.044 0.019 0.137
C -0.738301 -0.042959 1.400036 0.078 0.226 -0.238 -0.371
O -0.927949 -0.969520 2.202841 0.124 -0.129 0.299 0.044
N -1.744138 0.533502 0.747150 -0.208 -0.175 0.150 0.069
C -1.664441 1.588040 -0.259455 0.219 0.414 -0.279 -0.231
H -0.881897 1.348628 -0.983249 -0.069 0.010 0.059 0.142
C -1.403117 2.954409 0.383984 0.054 0.005 -0.258 -0.128
C -1.669143 4.081801 -0.607947 -0.172 0.060 0.262 -0.188
C -3.121242 4.044070 -1.068188 0.171 -0.016 -0.228 -0.199
C -3.406051 2.722359 -1.771808 -0.047 -0.010 0.251 -0.146
C -3.044386 1.508285 -0.923127 -0.021 0.008 -0.077 -0.241
C -3.960228 1.215894 0.265679 0.110 -0.181 -0.163 -0.073
H -4.912405 0.794326 -0.050963 0.037 0.041 0.057 0.127
H -4.140846 2.105335 0.863706 0.011 0.083 0.105 0.117
C -3.144714 0.183455 1.036052 -0.412 -0.224 0.332 -0.131
H -3.303691 0.217256 2.123590 0.033 -0.008 -0.197 0.170
C -3.513802 -1.248826 0.568468 0.083 0.475 0.133 -0.492
O -4.329468 -1.453425 -0.288320 -0.117 -0.135 -0.151 0.114
O -2.902585 -2.225413 1.208520 0.328 -0.442 0.281 0.106
H -2.162102 -1.869267 1.793580 -0.339 0.103 -0.318 0.075
H -3.051905 0.622521 -1.566599 0.026 0.002 0.088 0.153
H -4.460668 2.659791 -2.045324 -0.008 -0.046 -0.108 0.120
H -2.821034 2.683308 -2.691469 -0.008 0.019 -0.136 0.120
H -3.781221 4.167127 -0.206976 -0.044 0.062 0.044 0.109
H -3.317574 4.870111 -1.754857 -0.071 0.021 0.056 0.110
H -1.446407 5.041701 -0.137033 0.078 -0.005 -0.065 0.112
H -1.010080 3.969603 -1.471549 0.078 0.061 -0.078 0.119
H -0.371676 3.009511 0.734749 0.023 -0.059 0.110 0.104
H -2.053832 3.075746 1.252907 0.007 0.005 0.078 0.126
C 1.185426 1.079569 2.479484 -0.184 -0.046 -0.248 -0.012
H 2.223721 1.371360 2.360662 0.083 0.053 -0.031 0.063
H 1.104836 0.370509 3.299770 -0.016 -0.047 0.078 0.087
H 0.585470 1.956046 2.710999 -0.070 0.126 0.113 0.077
C 2.814459 -2.096761 -0.693667 -0.043 0.200 0.158 -0.129
H 2.494564 -3.076183 -0.334855 0.024 -0.008 -0.108 0.117
H 3.008235 -2.179718 -1.765095 -0.034 -0.094 -0.026 0.121
C 4.090960 -1.689100 0.052370 -0.067 -0.038 -0.097 -0.145
C 4.426692 -0.230134 -0.085748 0.124 -0.091 0.036 -0.247
C 4.576733 0.361628 -1.333863 0.002 -0.055 -0.004 -0.051
C 4.864368 1.709696 -1.447835 0.019 0.116 -0.062 -0.086
C 5.015898 2.487701 -0.311691 0.006 0.103 -0.016 -0.098
C 4.882582 1.905444 0.937207 0.016 0.016 0.019 -0.090
C 4.587584 0.556517 1.044918 0.093 0.126 -0.003 -0.059
H 4.482442 0.107848 2.021344 -0.060 -0.078 0.105 0.111
H 5.007517 2.503522 1.828002 0.010 0.051 0.090 0.101
H 5.240637 3.540768 -0.399745 0.018 0.071 -0.011 0.098
H 4.972393 2.157580 -2.424796 0.015 0.026 -0.092 0.101
H 4.467542 -0.236967 -2.227917 -0.023 -0.072 -0.093 0.115
H 4.919450 -2.292997 -0.329607 -0.017 -0.032 0.093 0.121
H 3.969165 -1.916160 1.111864 0.084 -0.025 -0.033 0.108
H 1.913662 -0.165656 -1.045703 -0.137 -0.216 0.038 0.152
H -0.293449 -5.482015 -1.035339 0.055 -0.120 -0.023 0.076
H -1.170050 -4.866912 0.373605 -0.035 -0.042 0.121 0.078
H -2.060542 -5.363848 -1.067872 -0.121 -0.079 -0.037 0.081
```
Positions in Å, forces in eV/Å.

Output
- SMILES = CCOC(=O)[C@H](CCc1ccccc1)N[C@H](C)C(=O)N1[C@@H]2CCCC[C@@H]2C[C@H]1C(=O)O
- E_HOMO (eV) = -8.850
- energy above the lowest of the compared OMol25 structures with the same formula, charge and spin (kcal per mole) = 2.68
- LUMO (eV) = 0.68

---

[3]
The following is a DFT calculation (wB97M-V/def2-TZVPD) of a structure of composition C24H35F6N4O7PS2W.

XYZ file:
```
80
Properties=species:S:1:pos:R:3:forces:R:3:lowdin_charge:R:1
W 0.069526 0.114082 -0.048503 -0.555 0.444 0.240 1.688
C -2.382294 -3.338413 0.909145 -0.057 -0.013 -0.013 0.036
C -1.778263 -2.001696 1.153901 0.090 0.007 0.060 -0.329
O -1.033640 -1.536202 0.248067 0.100 0.094 -0.350 -0.171
C -1.958912 -1.270302 2.372000 0.046 0.186 0.083 -0.110
C -2.896182 -1.701285 3.331470 -0.010 -0.019 -0.014 0.023
C -3.117905 -0.980859 4.478806 -0.039 -0.037 0.021 -0.025
C -2.388175 0.185762 4.711588 0.039 0.005 -0.047 -0.007
C -1.443865 0.622063 3.802467 -0.002 0.016 0.115 0.018
C -1.230365 -0.088171 2.630907 -0.011 -0.149 0.120 -0.278
O -0.272471 0.379428 1.792364 0.166 -0.026 -0.368 -0.269
H -2.089248 -3.701462 -0.072129 0.000 -0.002 0.003 0.105
H -3.469609 -3.281022 0.955060 -0.022 -0.002 0.003 0.103
H -2.057956 -4.038494 1.681929 -0.006 -0.009 -0.014 0.117
H -3.464285 -2.602883 3.147899 -0.001 0.008 0.007 0.128
H -3.853984 -1.311955 5.197387 0.002 -0.008 -0.011 0.125
H -2.558159 0.754621 5.616133 0.003 -0.001 -0.005 0.128
H -0.862632 1.513132 4.000353 0.006 -0.008 -0.028 0.124
F -0.068064 3.771169 -2.316392 0.138 0.015 0.023 0.147
C -1.316720 3.528094 -1.902212 -0.037 -0.133 0.051 -0.669
F -2.125120 4.430358 -2.386809 -0.117 0.123 -0.089 0.212
F -1.335857 3.574333 -0.564455 0.039 0.049 0.067 0.135
S -1.813516 1.844927 -2.457221 -0.405 0.019 0.030 0.668
O -0.811962 0.979287 -1.766656 0.084 -0.231 0.168 -0.445
O -1.678435 1.847350 -3.863304 -0.046 -0.083 -0.093 -0.184
N -3.260783 1.679988 -1.941979 0.379 -0.094 0.182 -0.247
S -3.639548 1.122467 -0.498135 -0.174 0.039 -0.330 0.650
O -4.711952 1.840049 0.079125 -0.043 0.105 0.052 -0.194
O -2.475462 0.844078 0.327574 0.428 0.005 0.030 -0.337
C -4.288798 -0.543441 -0.940400 0.171 0.159 -0.002 -0.675
F -4.664371 -1.151708 0.182310 0.018 -0.144 0.150 0.155
F -3.297393 -1.252085 -1.502816 -0.074 -0.054 -0.002 0.134
F -5.301075 -0.461918 -1.761942 -0.117 0.013 -0.149 0.205
C 4.702870 -2.068050 0.654529 0.019 -0.010 0.041 -0.084
C 3.706513 -1.013202 0.154154 -0.052 -0.051 0.039 -0.482
C 4.083637 0.331664 0.780331 0.046 -0.014 0.034 -0.080
P 1.938246 -1.502310 0.389018 -0.022 -0.070 0.106 1.057
C 1.652191 -2.191799 2.082300 0.103 -0.022 -0.019 -0.500
C 2.135777 -3.628420 2.294909 -0.013 0.002 -0.016 -0.075
C 2.171370 -1.252842 3.175181 -0.029 -0.016 -0.005 -0.091
C 1.530702 -2.850863 -0.823893 0.002 0.040 0.002 -0.501
C 2.630170 -3.866387 -1.137608 0.016 0.012 0.039 -0.090
C 0.988241 -2.278492 -2.138492 -0.034 -0.038 -0.011 -0.102
H 5.700106 -1.791907 0.309514 -0.004 0.002 0.000 0.099
H 4.497985 -3.071630 0.298491 0.035 0.030 0.023 0.054
H 4.733168 -2.086073 1.744107 0.009 0.006 -0.017 0.078
H 3.794052 -0.937617 -0.934804 -0.012 0.010 -0.020 0.109
H 3.966142 0.317917 1.863113 0.013 -0.007 -0.022 0.075
H 3.516154 1.172669 0.398514 -0.059 0.043 -0.021 0.044
H 5.137570 0.524613 0.573098 -0.013 0.008 0.002 0.099
H 0.561353 -2.205620 2.158489 -0.011 -0.004 -0.029 0.078
H 3.219441 -3.707635 2.242812 0.001 -0.014 0.004 0.075
H 1.702050 -4.321987 1.574947 0.001 -0.005 0.030 0.073
H 1.832013 -3.956034 3.290282 -0.005 0.007 0.002 0.097
H 3.255410 -1.310456 3.270492 -0.012 -0.003 -0.017 0.076
H 1.747982 -1.554122 4.134465 0.004 -0.002 -0.004 0.097
H 1.888530 -0.214925 2.995686 0.018 0.012 0.020 0.063
H 0.712823 -3.373419 -0.316339 -0.027 0.011 -0.017 0.099
H 3.480087 -3.394397 -1.631979 -0.011 -0.009 -0.010 0.088
H 2.230152 -4.611203 -1.826347 -0.015 -0.002 0.002 0.097
H 2.985828 -4.392457 -0.254182 0.001 -0.006 -0.044 0.066
H 1.753673 -1.739270 -2.694884 0.001 0.004 0.011 0.085
H 0.124505 -1.611960 -2.022719 0.011 -0.006 0.007 0.042
H 0.634181 -3.098495 -2.764393 0.025 -0.009 -0.002 0.103
C 3.185826 2.222365 -3.144279 -0.006 -0.078 -0.031 0.061
N 2.630885 2.570556 -1.824109 0.211 0.127 -0.161 -0.005
C 2.875250 3.787638 -1.249518 -0.053 -0.052 -0.002 0.017
C 2.320836 4.146677 -0.072422 0.072 0.203 0.054 0.050
C 1.428535 3.240535 0.558236 -0.363 -0.400 0.085 -0.322
N 1.218543 2.045038 -0.020870 -0.080 0.035 0.047 0.061
C 1.830062 1.720803 -1.166160 -0.117 -0.412 0.141 -0.532
O 1.581564 0.526672 -1.539354 0.269 0.285 -0.080 -0.156
N 0.789798 3.494946 1.690035 0.128 0.092 -0.071 0.240
H 4.169123 2.673145 -3.241469 0.001 0.015 0.023 0.110
H 2.526318 2.588105 -3.928767 -0.024 0.001 0.013 0.118
H 3.271249 1.142875 -3.216951 -0.002 0.007 0.013 0.101
H 3.540172 4.438214 -1.800122 0.000 0.006 0.001 0.158
H 2.537913 5.109962 0.364515 -0.007 -0.010 -0.007 0.137
H 0.878892 4.387264 2.148053 -0.016 -0.014 0.003 0.144
H 0.147464 2.812371 2.064099 0.010 0.019 -0.027 0.108
```
Positions in Å, forces in eV/Å.

Output
- E_HOMO (spin up / spin down) (eV) = -14.078 / -13.971
- charge = +2
- LUMO (spin up / spin down) (eV) = -6.69 / -6.74